Record 1
The following is a quantum chemistry calculation of a 9-piece molecular cluster, C34H63N9O2 overall in a non-equilibrium geometry, from the OMol25 dataset.

```
108
Properties=species:S:1:pos:R:3:forces:R:3:mulliken_charge:R:1
C 9.60225 12.47237 8.62970 -0.868 -0.450 -0.877 -1.2867
C 9.16219 11.95448 9.98145 0.826 -0.282 -0.063 1.6282
C 7.65491 11.68336 10.08640 0.606 0.708 -0.580 -0.5297
C 7.05703 10.86705 9.00998 -0.592 -1.056 -0.666 0.0486
N 6.50399 10.27589 8.17461 0.994 0.932 1.257 -0.5196
H 10.58486 12.93658 8.54556 -0.033 -0.086 0.384 -0.1070
H 8.85662 13.14758 8.20990 0.087 0.365 0.126 0.4586
H 9.55986 11.60640 7.96910 0.299 0.024 -0.366 0.4723
H 9.47393 12.65988 10.75172 -0.382 0.013 0.207 -0.1818
H 9.70475 11.02712 10.16513 0.022 -0.125 0.186 -0.6151
H 7.21463 12.66605 9.91736 -0.439 0.095 0.556 0.3299
H 7.47820 11.29463 11.08928 -0.551 -0.075 -0.248 0.3637
C 11.50765 7.57533 13.98754 -0.611 -1.003 -0.073 -0.6073
C 10.06651 7.03686 14.17606 0.181 1.212 -0.800 -0.4566
C 9.54009 6.43249 12.86038 0.177 -0.952 -0.160 -0.6016
C 9.24681 7.34315 11.74458 -0.036 0.424 0.507 0.2874
N 9.01552 8.07526 10.88770 0.152 -0.103 0.083 -0.4562
H 11.50386 8.29300 13.16716 0.142 0.342 0.291 -0.0635
H 12.13352 6.76231 13.61962 0.150 -0.084 0.080 0.4308
H 11.94798 7.94100 14.91518 -0.170 0.310 -0.184 0.1911
H 9.40901 7.88430 14.37006 -0.055 0.075 0.394 0.2670
H 9.94832 6.34567 15.01058 0.161 -0.154 -0.232 0.3573
H 8.66611 5.80561 13.03726 -0.246 0.212 -0.010 0.3836
H 10.26774 5.73656 12.44290 0.269 -0.122 0.092 0.2824
C 8.44390 14.46695 14.28296 0.088 -0.112 1.185 -1.3332
C 9.50506 15.42339 13.74868 0.576 -1.447 -0.859 0.4975
C 9.00591 16.43353 12.75446 -0.616 1.404 -0.353 -0.6297
C 8.63672 16.01204 11.40084 0.004 -1.778 -1.548 0.2479
N 8.35062 15.57529 10.35872 0.450 0.873 1.685 -0.5291
H 8.81947 13.87202 15.11548 0.493 -0.148 -0.066 0.3658
H 8.05759 13.73019 13.57864 0.030 0.343 -0.366 0.2373
H 7.60792 14.95761 14.78144 -0.223 0.380 -0.438 0.4138
H 10.25891 14.85488 13.20406 0.055 -0.338 -0.072 -0.4294
H 10.15628 15.91108 14.47406 -0.688 0.194 0.462 0.3992
H 9.76368 17.20968 12.64734 -0.094 0.141 -0.080 0.3393
H 8.07965 16.89658 13.09464 0.057 0.352 0.420 0.4302
C 16.93311 13.32848 14.05518 0.154 0.581 0.237 -1.1047
C 17.54134 13.01979 12.67548 -2.878 -0.735 0.837 0.7609
C 18.71357 12.13023 12.80190 2.262 -0.577 0.354 -0.6217
C 18.60576 10.86133 13.57728 -1.108 -1.228 0.383 0.3153
N 18.51061 9.85578 14.15862 0.308 1.835 -0.959 -0.5520
H 16.76301 12.45624 14.68634 -0.044 -0.318 -0.401 -0.0510
H 15.99026 13.87367 14.01178 -0.033 -0.074 -0.269 0.3011
H 17.60292 13.95287 14.64646 0.227 0.193 -0.058 0.4473
H 17.60117 13.91889 12.06218 0.921 -0.012 0.172 0.4815
H 16.81266 12.41219 12.13886 -0.459 0.047 -0.017 -0.6049
H 19.51197 12.62646 13.35364 0.354 0.327 -0.264 0.4063
H 19.09298 11.86239 11.81580 0.236 -0.048 0.020 0.2907
C 16.02611 8.84674 18.10981 0.783 1.772 0.075 -1.2877
C 16.05062 9.58994 16.73629 -1.963 -2.044 -0.587 -0.5696
C 14.89629 10.54957 16.40614 -0.909 0.429 0.660 0.8861
C 13.51218 10.09293 16.71958 -0.280 -0.693 0.803 0.0917
N 12.44835 9.66913 16.90504 1.151 0.607 -0.249 -0.6445
H 15.08497 8.35025 18.34614 -0.025 0.081 -0.373 0.3103
H 16.21753 9.58437 18.88912 -0.142 -0.016 0.361 0.3257
H 16.84844 8.13728 18.20222 -0.104 -0.095 -0.334 0.3894
H 15.75948 8.77335 16.07560 0.898 -0.206 -0.604 0.2950
H 16.96583 10.05308 16.36752 0.121 -0.319 0.487 0.3474
H 14.74734 10.70098 15.33702 0.955 0.186 -0.304 -0.5833
H 15.09190 11.51179 16.87939 -0.409 0.220 -0.016 0.4545
C 12.54296 10.28017 8.38682 -1.030 0.520 -0.610 -0.4304
C 11.57243 9.12380 8.09750 -0.727 0.652 0.831 -0.3054
C 12.08230 7.78419 8.48574 1.083 -0.712 0.232 -0.6458
C 12.59040 7.78928 9.85950 1.124 -0.470 2.174 0.2578
N 13.00906 7.70333 10.94640 -0.862 0.355 -2.093 -0.4927
H 12.02016 11.17354 8.04525 0.240 0.172 -0.314 0.2338
H 13.45277 10.17393 7.79600 0.105 0.017 0.122 0.4556
H 12.77401 10.54330 9.41903 0.076 -0.750 0.193 -0.1505
H 11.27697 9.13973 7.04844 0.090 -0.067 0.008 0.4882
H 10.65650 9.11701 8.68838 -0.324 1.202 -0.072 -0.0245
H 12.90857 7.54806 7.81518 0.041 -0.700 0.114 0.3318
H 11.29075 7.03520 8.50904 0.104 -0.151 -0.568 0.3508
C 16.01148 10.86080 9.51827 0.610 -0.108 0.725 -0.3574
C 17.45685 11.15616 9.15452 -0.764 -0.192 -1.385 -0.4087
C 17.63048 11.21116 7.58838 0.484 0.254 0.564 -0.6333
C 16.71845 12.10030 6.86156 -3.004 3.447 -1.710 0.3391
N 15.93863 12.80586 6.29638 3.198 -2.968 2.325 -0.5356
H 15.72101 9.91001 9.07138 -0.161 -0.096 0.323 0.5331
H 15.26119 11.60522 9.25182 0.298 0.148 -0.217 -0.3250
H 16.08189 10.82001 10.60524 -0.927 -0.474 0.143 0.1064
H 18.07034 10.35157 9.55996 0.063 -0.217 -0.338 0.4554
H 17.80912 12.02931 9.70372 0.003 0.468 -0.602 0.1416
H 17.42535 10.27674 7.06598 0.219 -0.572 0.621 0.3107
H 18.67337 11.45684 7.38808 -0.077 0.201 -0.398 0.3653
C 12.39340 15.18617 10.64938 1.815 0.536 1.576 -0.0844
O 12.27152 15.54383 11.83916 0.004 -1.020 -1.937 -0.6608
N 13.51480 14.53833 10.14059 -2.248 0.007 1.113 0.4815
C 13.68593 14.45420 8.73610 -0.927 0.435 -1.339 -0.8861
C 14.63863 14.17574 10.94376 0.524 0.571 0.426 -0.4709
H 11.67103 15.50113 9.88048 -0.019 -0.393 0.013 0.4394
H 14.16396 13.55431 8.34910 0.299 0.039 0.430 0.0815
H 14.17164 15.35626 8.36398 0.440 -0.137 -0.255 0.3396
H 12.69315 14.44940 8.28612 -0.078 0.057 -0.180 0.3367
H 15.07651 13.23044 10.62316 -0.306 -0.080 0.156 -0.2070
H 15.39594 14.94200 10.77816 0.405 0.109 0.212 0.4954
H 14.38605 14.17108 12.00408 -0.063 -0.156 -0.153 0.0920
C 13.39720 11.12894 12.64146 -0.589 -1.188 -0.844 -0.0906
O 14.58582 11.24798 12.81358 1.293 0.803 0.859 -0.6026
N 12.38670 11.59900 13.37092 -1.571 -0.101 1.099 0.8301
C 10.95855 11.35590 12.99956 1.175 0.071 0.166 -0.3171
C 12.54100 12.44781 14.57638 0.347 0.702 -1.382 -1.0259
H 13.08614 10.48633 11.80332 -0.545 0.122 -0.102 0.2119
H 10.46363 10.75392 13.76164 0.048 0.080 0.151 0.3118
H 10.87320 10.81814 12.05530 0.259 0.088 0.027 0.0570
H 10.46681 12.32447 12.90920 -0.112 -0.016 -0.006 -0.2546
H 11.85712 12.20960 15.39104 0.077 -0.375 -0.239 0.3944
H 13.57344 12.51560 14.91928 -0.068 -0.486 -0.091 0.0875
H 12.32701 13.44622 14.19496 -0.253 0.378 0.407 0.2119
```
Forces are in eV/Å.

Values from the calculation:
Multiplicity: 1
SMILES: CN(C)C=O.CN(C)C=O.CCCC#N.CCCC#N.CCCC#N.CCCC#N.CCCC#N.CCCC#N.CCCC#N
Net charge: 0
HOMO (eV): -9.4

***

Record 2
The following is a quantum chemistry calculation of the molecule C7H10, from the OMol25 dataset.

```
17
Properties=species:S:1:pos:R:3:forces:R:3:mulliken_charge:R:1
C -0.75131 1.87604 -0.72894 -0.086 -0.039 -0.036 -1.6945
C 0.04372 0.67823 -0.22244 0.179 0.004 0.018 0.5057
C -0.27239 0.13723 1.18203 0.026 0.190 -0.001 -0.6435
C 0.38128 -1.24127 1.13710 -0.060 0.076 0.183 -0.1009
C 1.57886 -1.48456 0.38752 -0.167 -0.454 -0.180 -0.4596
C 0.15555 -1.76150 -0.32506 -0.216 -0.026 -0.297 -0.4791
C -0.02204 -0.60074 -1.04929 0.187 -0.103 0.042 -0.4300
H -0.38813 2.16826 -1.72305 -0.136 -0.061 0.168 0.4030
H -1.82981 1.70479 -0.79352 0.084 -0.058 0.051 0.3751
H -0.56949 2.72380 -0.05739 -0.147 -0.130 -0.123 0.3743
H -1.35577 0.00463 1.29773 0.129 0.179 0.031 0.3071
H 0.09226 0.78406 1.98457 0.037 -0.078 -0.060 0.3293
H 0.10756 -1.99561 1.87117 -0.105 0.033 -0.081 0.3851
H 2.17598 -0.67507 -0.00842 -0.005 0.193 -0.014 0.1415
H 1.07917 1.02644 -0.22689 -0.043 0.080 0.020 0.1499
H -0.15545 -2.76068 -0.61193 0.135 0.170 0.081 0.4389
H -0.26994 -0.58406 -2.11317 0.188 0.023 0.197 0.3975
```
Forces are in eV/Å.

Values from the calculation:
Multiplicity: 1
Net charge: 0
HOMO (alpha / beta) (eV): -7.5 / -7.5

***

Record 3
The following is a quantum chemistry calculation of C23H18N3O5RhS as an isolated structure in a non-equilibrium geometry, from the OMol25 dataset.

```
51
Properties=species:S:1:pos:R:3:forces:R:3:mulliken_charge:R:1
Rh -0.60059 0.92757 0.25427 0.092 0.686 -1.623 0.4303
O -2.26856 0.42519 1.24038 0.057 0.082 -0.105 -0.9601
C -3.26959 -0.07893 0.56752 0.004 -0.252 0.210 0.7543
C -3.94721 -1.19271 1.10681 -0.056 -0.080 0.067 -0.4928
C -5.04883 -1.73118 0.48874 0.061 0.015 0.052 -0.4269
C -5.55762 -1.18333 -0.69658 0.013 0.041 -0.035 -0.6639
C -4.93270 -0.08511 -1.22742 -0.123 0.001 -0.067 -0.6999
C -3.78486 0.46331 -0.63247 -0.072 0.051 -0.147 0.3028
C -3.23981 1.68451 -1.14634 0.223 -0.359 0.298 0.0058
N -2.03508 2.06063 -0.92908 0.834 -0.801 0.402 0.1791
C -1.63353 3.43844 -1.08933 0.302 0.268 0.063 -0.7093
C -1.22429 3.88746 0.31111 -0.289 0.159 -0.087 -0.5924
N -0.29263 2.90094 0.80925 0.050 -0.393 0.175 0.2265
C 0.83754 3.25510 1.27321 0.133 -0.001 0.149 0.0132
C 1.83220 2.27158 1.63118 0.494 -0.206 0.800 0.6794
C 2.55007 2.38942 2.81710 0.024 0.082 0.110 -0.7356
C 3.41010 1.38276 3.21847 -0.019 0.011 0.012 -0.6664
C 3.55899 0.25642 2.41384 -0.090 0.055 -0.171 -0.8246
C 2.89292 0.13673 1.20164 0.253 -0.074 0.277 -0.6122
C 2.03488 1.15582 0.79229 -0.825 0.846 -0.804 0.9283
O 1.38664 1.18870 -0.38955 -0.327 2.480 3.337 -0.9771
H -3.55784 -1.60928 2.02585 0.003 -0.007 0.001 0.4266
H -5.53370 -2.59326 0.92992 0.003 -0.005 0.001 0.3751
H -6.42931 -1.60911 -1.17263 0.002 -0.005 -0.007 0.3996
H -5.31978 0.37850 -2.12835 0.006 -0.009 -0.007 0.3767
H -3.91778 2.35038 -1.68258 0.127 0.085 -0.061 0.3037
H -2.43655 4.07670 -1.46539 -0.093 -0.145 -0.053 0.3819
H -0.78006 3.49942 -1.76661 0.034 -0.049 0.029 0.3081
H -2.10068 3.88751 0.96217 -0.056 0.027 -0.039 0.2618
H -0.77861 4.88327 0.29822 0.013 0.016 0.025 0.4171
H 1.07122 4.31128 1.40682 -0.134 0.045 0.017 0.4118
H 2.40444 3.26648 3.43868 0.037 -0.016 0.023 0.4436
H 3.95261 1.46823 4.14962 0.003 -0.006 -0.002 0.3875
H 4.22122 -0.54242 2.72242 0.009 0.012 0.022 0.4126
H 3.06198 -0.73318 0.58689 0.001 0.066 -0.117 0.2554
O 2.35234 -0.91994 -3.72158 0.390 -0.055 -0.028 -0.6935
S 2.67675 -0.81576 -2.32789 -1.289 0.674 0.319 1.1935
O 3.77987 0.00154 -1.90941 0.063 -0.251 -0.051 -0.6156
N 1.28879 -0.32959 -1.53431 -0.418 -3.472 -3.234 -0.2332
C 0.69982 -1.30364 -0.89390 0.683 1.121 -1.363 0.7791
O -0.44674 -1.10083 -0.31022 0.374 0.340 0.763 -0.7632
C 1.50328 -2.55995 -0.93049 -1.020 -0.910 1.046 0.2652
C 1.18445 -3.79236 -0.37454 0.105 0.133 0.049 -0.5473
C 2.10540 -4.82894 -0.48483 -0.067 -0.064 0.033 -0.5645
C 3.32035 -4.65010 -1.13829 -0.017 0.120 -0.041 -0.4600
C 3.62672 -3.42190 -1.71841 -0.060 -0.172 0.060 -0.7138
C 2.69107 -2.41669 -1.60512 0.566 -0.072 -0.321 0.2815
H 0.24290 -3.92104 0.14266 0.015 -0.029 0.020 0.5069
H 1.87553 -5.79318 -0.04930 -0.003 0.006 -0.011 0.3880
H 4.02105 -5.47124 -1.21023 -0.003 0.003 0.010 0.4018
H 4.55321 -3.26422 -2.25418 -0.010 0.008 0.004 0.4551
```
Forces are in eV/Å.

Values from the calculation:
Multiplicity: 1
Net charge: 0
HOMO (alpha / beta) (eV): -7.0 / -7.4

***

What energy relative to the best compared isomer or geometry (same formula, charge and spin) values result from the calculations? In sequence: 0.9148 4.1600 3.6661 eV.
What calculated total energy values result from the calculations? In sequence: -53782.9466 -7416.8748 -52690.5487 eV.